The following is a DFT calculation (ωB97M-V/def2-TZVPD) of a structure of composition C25H28IrN2O7S3.

Results
- relative energy (zero: lowest compared OMol25 entry of this formula, charge and spin) (kcal per mole) = 13.68
- HOMO level (alpha / beta) (eV) = -10.866 / -11.295
- LUMO (alpha / beta) (Ha) = -0.0817 / -0.1697

The geometry in ORCA input format:
```
! wB97M-V def2-TZVPD RIJCOSX def2/J DEFGRID3
* xyz 1 5
Ir 0.007 0.808 0.546
O -4.087 2.162 -0.891
C -2.835 1.850 -0.612
O -2.489 1.241 0.377
C -1.854 2.326 -1.667
O -0.625 2.686 -1.067
C -0.729 3.878 -0.280
C -1.087 3.571 1.219
O -1.881 4.301 1.769
O -0.413 2.584 1.691
H -4.679 1.868 -0.182
H -1.644 1.494 -2.340
H -2.278 3.160 -2.226
H 0.254 4.347 -0.265
H -1.472 4.564 -0.684
O -0.118 -0.275 -1.450
S 0.401 -1.199 -2.523
C 0.593 -2.913 -1.829
C 0.602 -2.976 -0.306
C -0.679 -3.595 0.263
C -0.738 -3.533 1.784
S -1.261 -1.845 2.353
O -1.201 -1.014 1.091
C -3.010 -2.187 2.560
C -3.909 -1.901 1.549
C -5.249 -2.203 1.745
C -5.669 -2.766 2.942
C -4.754 -3.037 3.951
C -3.414 -2.745 3.764
C 2.148 -0.832 -2.719
C 2.942 -0.571 -1.613
C 4.282 -0.273 -1.803
C 4.814 -0.252 -3.087
C 4.012 -0.526 -4.185
C 2.666 -0.810 -4.006
H 1.519 -3.283 -2.264
H -0.237 -3.476 -2.257
H 0.711 -1.969 0.089
H 1.467 -3.545 0.038
H -0.742 -4.641 -0.041
H -1.548 -3.074 -0.147
H 0.235 -3.724 2.239
H -1.464 -4.233 2.190
H -3.561 -1.443 0.631
H -5.967 -2.003 0.961
H -6.716 -2.991 3.096
H -5.086 -3.470 4.885
H -2.683 -2.949 4.539
H 2.520 -0.598 -0.616
H 4.913 -0.061 -0.949
H 5.862 -0.022 -3.233
H 4.433 -0.514 -5.181
H 2.022 -1.004 -4.856
C 2.527 3.313 -1.400
C 2.709 2.978 0.048
C 3.508 3.755 0.884
C 3.737 3.290 2.167
N 3.225 2.143 2.615
C 2.431 1.498 1.791
S 1.626 0.031 2.277
N 2.147 1.869 0.527
H 3.468 3.681 -1.807
H 1.787 4.104 -1.534
H 2.197 2.436 -1.953
H 3.948 4.678 0.533
H 4.365 3.835 2.862
*
```

Results of the natural (NBO) charge analysis, in e, for atoms 1 through 6: Ir 1.57; O -0.64; C 0.79; O -0.61; C -0.18; O -0.54